1.
The following is a quantum chemistry calculation of a cluster of 2 separate species, C3H8ClN2 in total at a distorted geometry, from the OMol25 dataset.

Results
Energy relative to the best compared isomer or geometry (same formula, charge and spin) in kJ/mol: 153.5
F_max in eV/A: 5.7

```
! wB97M-V def2-TZVPD RIJCOSX def2/J DEFGRID3
* xyz 1 1
C 2.41 -0.11 -0.12
C -1.58 -0.86 0.85
C -1.47 0.68 -0.97
N -0.98 -0.07 0.07
N 1.69 -0.08 0.87
Cl 4.00 0.28 -0.37
H -2.62 -1.20 0.89
H -0.98 -1.29 1.62
H 1.92 -0.36 -1.09
H -1.29 1.86 -0.84
H -0.84 0.49 -1.91
H -2.58 0.55 -1.15
H 0.11 0.04 0.38
H 2.19 0.07 1.78
*
```

2.
The following is a quantum chemistry calculation of a structure of composition C24H26AsN3OSe3TeV, from the OMol25 dataset.

Results
Energy relative to the best compared isomer or geometry (same formula, charge and spin) in kJ/mol: 0.0
F_max in eV/A: 0.8

```
! wB97M-V def2-TZVPD RIJCOSX def2/J DEFGRID3
* xyz 1 3
V -0.25 0.34 0.57
Se 0.41 2.83 0.77
Se -1.08 0.30 2.92
C -2.63 0.47 1.85
C -3.94 0.65 2.30
C -4.95 0.68 1.36
C -4.66 0.54 0.01
C -3.34 0.39 -0.37
N -2.35 0.37 0.54
C 1.92 1.85 1.35
C 3.07 2.38 1.93
C 4.08 1.52 2.30
C 3.93 0.15 2.10
C 2.76 -0.30 1.52
N 1.79 0.53 1.15
H -4.13 0.74 3.36
H -5.98 0.81 1.68
H -5.44 0.56 -0.74
H -3.04 0.30 -1.40
H 3.15 3.45 2.07
H 4.98 1.90 2.75
H 4.70 -0.55 2.38
H 2.58 -1.36 1.34
C -0.29 -3.41 1.88
As -0.45 -3.00 0.00
C -2.25 -3.35 -0.58
C 0.78 -4.06 -1.03
O -0.08 -1.41 -0.31
H -0.71 -4.39 2.07
H -0.81 -2.65 2.45
H 0.77 -3.41 2.16
H -2.47 -4.41 -0.49
H -2.34 -3.03 -1.62
H -2.94 -2.78 0.04
H 0.50 -5.12 -0.99
H 1.79 -3.94 -0.65
H 0.75 -3.71 -2.06
Te 0.72 1.28 -1.84
C -0.75 2.52 -2.72
C -0.56 2.95 -4.03
C -1.49 3.78 -4.61
C -2.61 4.20 -3.90
C -2.79 3.77 -2.59
C -1.87 2.93 -2.00
H 0.31 2.63 -4.58
H -1.35 4.12 -5.63
H -3.33 4.85 -4.36
H -3.66 4.10 -2.03
H -2.02 2.60 -0.98
Se 0.48 -0.52 -3.67
C 2.36 -0.94 -3.63
C 3.05 -1.09 -2.43
C 4.40 -1.40 -2.47
N 5.08 -1.59 -3.59
C 4.42 -1.46 -4.73
C 3.07 -1.13 -4.81
H 2.53 -0.99 -1.48
H 4.96 -1.51 -1.54
H 4.99 -1.61 -5.64
H 2.59 -1.00 -5.77
*
```

3.
The following is a quantum chemistry calculation of the ion C5H6N with charge +1 at a distorted geometry, from the OMol25 dataset.

Results
Energy relative to the best compared isomer or geometry (same formula, charge and spin) in kJ/mol: 647.0
F_max in eV/A: 5.2

```
! wB97M-V def2-TZVPD RIJCOSX def2/J DEFGRID3
* xyz 1 1
C -3.62 0.19 -0.16
C -4.24 0.08 0.90
C -2.46 -0.23 -0.75
C -1.23 0.21 -0.16
C 0.05 -0.16 -0.40
N 1.11 0.45 0.36
H -2.51 -0.91 -1.66
H -1.43 0.89 0.73
H 0.16 -1.10 -0.99
H 0.64 1.08 1.12
H 1.82 0.96 -0.31
H 1.71 -0.31 0.89
*
```

4.
The following is a quantum chemistry calculation of a cluster of 2 separate species, C7H13N2O3S in total at a distorted geometry, from the OMol25 dataset.

Results
Energy relative to the best compared isomer or geometry (same formula, charge and spin) in kJ/mol: 836.9
F_max in eV/A: 4.2

```
! wB97M-V def2-TZVPD RIJCOSX def2/J DEFGRID3
* xyz 1 1
C -4.09 0.20 0.12
C 1.19 -1.95 0.67
C 1.78 0.18 -2.25
C 1.89 1.70 1.46
C -2.82 -0.22 0.66
C -1.80 0.37 -0.28
C -0.47 0.66 0.38
N -5.11 0.45 -0.29
N 0.65 0.54 -0.24
O 1.24 -1.09 1.53
O 0.64 0.01 -1.43
O 1.77 1.24 0.12
S -0.07 -3.06 0.43
H 1.96 -1.95 -0.15
H 2.61 -0.43 -1.84
H 2.25 1.14 -2.30
H 1.59 -0.03 -3.27
H 1.54 0.83 1.97
H 1.55 2.66 1.74
H 2.95 1.63 1.72
H -2.90 -1.31 0.72
H -2.58 0.23 1.65
H -2.34 1.25 -0.85
H -1.51 -0.29 -1.20
H -0.48 0.96 1.35
H 0.55 -3.72 -0.43
*
```

5.
The following is a quantum chemistry calculation of an isolated molecule of C5H13NO, from the OMol25 dataset.

Results
Energy relative to the best compared isomer or geometry (same formula, charge and spin) in kJ/mol: 76.6
F_max in eV/A: 0.6

```
! wB97M-V def2-TZVPD RIJCOSX def2/J DEFGRID3
* xyz 0 1
C -2.57 0.24 -0.83
C -1.62 -0.34 0.22
O -0.35 -0.54 -0.37
C 0.89 0.02 0.10
C 1.87 -0.47 -0.99
C 1.30 -0.51 1.48
N 0.94 1.46 0.16
H -3.61 0.10 -0.51
H -2.39 1.30 -0.98
H -2.41 -0.28 -1.77
H -1.56 0.32 1.10
H -1.98 -1.32 0.56
H 1.34 -1.16 -1.65
H 2.23 0.37 -1.57
H 2.72 -0.98 -0.55
H 1.27 -1.60 1.49
H 2.31 -0.17 1.69
H 0.64 -0.13 2.25
H 0.65 1.86 -0.73
H 0.33 1.82 0.89
*
```

Look up the energy relative to the best compared isomer or geometry (same formula, charge and spin) of the fourth one. 836.9 kJ/mol